# C11H14O4

The molecule C11H14O4 (ωB97M-V/def2-TZVPD, OMol25).

XYZ file:
```
29
Properties=species:S:1:pos:R:3:forces:R:3
C -0.623160 1.687961 -0.020642 -2.435 1.456 -2.115
H -4.613636 -2.410134 -0.600143 1.977 1.883 0.919
H 5.676929 -0.462051 0.394419 -0.078 -0.968 -0.611
O 3.882044 -1.185634 -0.453639 0.118 -1.697 -0.017
O -2.512904 -1.892452 0.164748 -1.116 -2.425 -0.163
H 5.200577 0.227398 -1.093142 0.435 -0.557 -0.645
H -4.770168 0.401433 -0.304330 -1.266 1.092 0.717
C 2.306635 -0.154303 1.070040 1.868 0.638 -0.619
C 0.128936 0.556223 0.217029 1.834 -1.370 2.660
C -2.013761 1.657329 -0.326112 0.956 -3.981 0.669
C -1.723509 -0.799653 0.242213 -2.089 1.068 -2.070
C 2.748485 -0.366450 -0.394392 1.285 -0.835 0.897
H -4.344185 -1.683425 1.010360 -0.528 0.336 0.730
H 5.667337 -1.593849 -1.123130 0.762 0.456 0.049
H 2.960922 0.590520 -0.861392 -0.296 0.288 -0.167
H -3.928777 -0.283467 -1.640613 -0.068 0.158 0.534
C -3.952507 -0.205031 -0.526531 2.067 0.285 -2.139
H -2.468082 2.513022 -0.827742 -0.270 -0.352 0.535
H 1.948417 -0.942157 -0.904643 0.451 0.703 0.015
H -0.074846 3.699551 -0.465409 -1.538 0.410 -0.841
O 1.336989 0.859581 0.877700 -0.862 -0.020 0.242
C -2.559568 0.318905 -0.119012 0.754 2.407 -0.178
H 0.289224 -1.677168 0.303340 -0.034 0.053 0.288
C -4.006361 -1.571818 0.002877 1.340 -2.582 0.094
C -0.329027 -0.797219 0.257934 -2.123 2.192 0.023
O 0.049627 2.852917 -0.086998 2.679 -0.705 1.785
H 2.026431 -1.169881 1.472871 -0.300 1.275 0.052
H 3.176836 0.309874 1.756264 -2.078 -1.013 -1.620
C 5.224998 -0.758438 -0.591936 -1.445 1.806 0.975
```
Positions in Å, forces in eV/Å.

## Properties
ΔE to the lowest compared entry with this formula, charge and spin	0.0	kJ/mol
E_tot	-19819.541	eV
gap between HOMO and LUMO	8.05	eV
SMILES	COCCOc1cc2c(cc1O)CCO2
E_HOMO	-7.29	eV


# C11H14OS

The molecule C11H14OS (ωB97M-V/def2-TZVPD, OMol25).

XYZ file:
```
27
Properties=species:S:1:pos:R:3:forces:R:3
S 1.218178 -2.741636 -4.302182 -1.473 0.526 0.551
H 1.322160 -1.889611 -1.438957 -0.664 0.418 0.926
C -1.363846 0.803307 0.987266 -2.121 1.459 2.050
C 0.328050 0.030690 -0.476089 2.849 -0.068 -0.437
H -1.971799 -0.308789 3.772198 0.211 -1.608 0.003
O 0.289386 -3.904631 -4.249215 0.739 0.603 0.097
C 0.533576 -0.176637 -3.227676 0.191 0.220 3.008
H 3.426270 -0.762899 -1.531482 0.399 -0.279 1.233
H -0.909235 1.846405 1.037058 -0.175 -1.697 -0.150
H -3.257563 0.896176 3.844195 0.152 -0.195 0.427
H -1.546029 1.323353 3.568910 -0.727 -0.325 0.075
H 3.260570 0.105921 0.036949 -0.544 -0.095 -0.294
H -0.043854 0.500581 -3.737484 -1.062 1.631 -1.692
C -2.641932 0.675943 1.856269 2.733 1.015 0.138
C 1.468697 -0.898411 -0.968372 0.533 1.013 0.830
C -0.854720 -0.186271 0.300632 0.341 -0.918 -2.507
H -3.234855 1.562164 1.757948 -0.447 0.476 -0.427
H -1.224096 -1.171661 -0.034350 -0.736 0.396 1.393
C -2.346793 0.571757 3.339692 0.579 2.865 0.253
C 0.916268 0.174013 -1.839565 0.302 -0.601 -0.769
H 0.242260 2.089559 -1.038045 -0.766 0.854 -0.451
H 1.864846 1.734066 -0.442235 0.399 -0.308 -0.278
H -3.183852 -0.155883 1.609121 -1.532 -2.035 -1.170
C 0.657288 -1.406647 -3.588142 1.041 -2.452 -2.113
C 2.933685 -0.784390 -0.519535 0.373 -0.590 -0.621
C 0.980064 1.341653 -0.928989 -0.302 -0.924 0.781
H 3.262899 -1.654077 0.110149 -0.294 0.616 -0.857
```
Positions in Å, forces in eV/Å.

## Properties
ΔE to the lowest compared entry with this formula, charge and spin	555.6	kJ/mol
E_tot	-24510.455	eV
gap between HOMO and LUMO	8.57	eV
E_HOMO	-8.57	eV


# C11H14OSi

A cluster of 2 separate species, C11H14OSi in total (ωB97M-V/def2-TZVPD, OMol25).

XYZ file:
```
27
Properties=species:S:1:pos:R:3:forces:R:3
Si 0.277764 -0.489231 0.130717 0.857 1.495 -0.256
C 4.138190 1.728700 -0.415646 -0.423 0.043 -0.889
H 3.036688 3.525851 0.159180 0.281 -0.762 -0.167
C -1.495196 1.635782 0.470662 0.338 -0.664 -0.877
C -2.531939 -0.180803 -0.650782 0.066 -1.204 -0.478
H 1.291947 0.084023 1.214804 -1.353 -0.675 -0.803
C 0.455713 -4.559184 0.184731 3.992 3.537 -3.981
H 1.386234 -4.307984 0.698544 -0.214 -0.435 0.653
C -1.412642 0.328744 -0.025107 0.765 0.182 1.047
O 0.300602 -2.108031 0.174010 0.972 0.985 0.932
H -2.326684 3.512768 0.610417 -1.386 -1.510 -0.613
C 4.188418 0.891311 -1.276833 -0.050 0.517 1.208
H 4.569431 3.360419 0.888015 2.172 1.237 -0.209
H 4.086822 -0.010838 -1.787395 0.199 -0.675 -0.813
H -2.350801 -1.186636 -1.123891 -1.033 1.059 0.417
C -3.736246 0.558075 -0.639083 -0.481 -1.516 -0.167
H -1.269396 -3.407677 -0.091682 -1.119 0.942 -0.355
H -0.707800 2.152724 0.913027 1.858 0.197 0.726
C -3.765911 1.837545 -0.118747 2.907 -0.975 -0.738
H -4.708563 0.090203 -0.984716 1.411 0.619 0.269
H 0.875379 -4.975467 -0.802531 -0.813 0.035 1.260
C -0.218751 -3.240265 -0.155414 -0.857 -3.246 0.164
H 3.510474 2.412270 1.445579 -1.106 -0.920 0.653
C -2.560663 2.439034 0.282334 -1.010 1.599 1.019
H -0.183287 -5.193499 0.624436 -2.017 -2.418 1.749
H -4.645823 2.311634 -0.217528 -2.861 2.002 0.024
C 3.796046 2.790525 0.492901 -1.094 0.550 0.225
```
Positions in Å, forces in eV/Å.

## Properties
ΔE to the lowest compared entry with this formula, charge and spin	568.5	kJ/mol
E_tot	-21552.963	eV
gap between HOMO and LUMO (spin up / spin down)	7.41 / 6.88	eV
E_HOMO (spin up / spin down)	-6.70 / -7.08	eV


# C11H15Br9O4

A structure of composition C11H15Br9O4 (ωB97M-V/def2-TZVPD, OMol25).

XYZ file:
```
39
Properties=species:S:1:pos:R:3:forces:R:3
Br -1.210688 1.566070 3.153217 7.214 -14.156 -0.666
C 1.665122 -2.683496 -1.036014 0.678 -5.383 -1.422
O -3.591228 -0.176582 -2.583390 2.492 -0.364 0.177
H -0.769430 -3.257656 0.263524 -0.058 0.335 0.166
Br 2.926537 -1.108797 0.122680 13.071 5.282 3.204
O 1.232249 -1.481290 -0.702388 -5.656 -1.451 0.037
C -0.063339 -0.584834 -2.423893 -2.591 -0.260 -2.357
C -2.376401 -0.100162 -2.398026 -1.551 0.253 -0.618
H 0.232911 -0.083378 -3.345239 0.605 -0.478 -0.102
C -0.267407 0.422819 -1.390036 -0.902 1.788 -0.459
C 0.603295 -1.467075 0.588890 -3.691 -5.139 1.283
H 0.498009 1.197002 -1.443636 0.163 -0.290 0.132
C -0.611604 1.120779 1.343969 -0.287 0.042 0.960
H -1.685846 1.910791 -2.382245 0.060 0.031 0.208
C 0.147198 -2.953324 0.768763 1.979 0.560 0.471
H -1.119604 0.192934 1.081039 -1.113 0.846 0.366
H 0.523295 -1.415918 -2.032401 -1.681 0.977 -2.945
H 0.153313 -3.188231 1.833130 -0.506 0.015 -0.042
H 0.909274 -4.636495 -0.186042 0.730 -0.008 -0.902
C -2.570939 4.224965 1.454140 -1.507 3.341 1.660
H -0.194169 -0.749553 0.782051 0.617 -1.794 -0.728
H -2.326961 3.402725 0.781454 -1.596 1.330 1.406
Br 5.141043 1.236502 1.336670 -0.608 -0.286 0.108
C 3.282966 0.518122 1.306282 9.190 -2.706 0.537
C 1.350178 -3.676648 0.083049 -1.852 -0.048 -0.006
H 2.249413 -3.884605 0.662885 -0.189 0.308 0.227
O -1.467308 -1.027772 -2.730069 0.214 -1.114 -0.171
Br -4.441754 4.729906 1.174428 0.504 0.021 -0.004
Br -2.191391 3.453235 3.299660 -6.193 12.918 -1.621
Br 2.641329 0.251831 3.169833 6.868 -1.792 6.550
H -2.224350 1.234783 -0.798632 -1.038 -1.228 -1.854
Br -1.092997 2.502713 -0.003380 5.332 2.562 3.385
H 2.725469 1.319982 0.822216 3.173 1.147 -0.705
Br 1.364130 0.717138 1.379114 -17.245 8.631 -4.527
Br -1.222764 5.664678 0.928323 -1.170 -0.767 0.522
C -1.674355 1.044861 -1.720333 -0.692 -3.646 -1.525
H 1.420101 -1.303188 1.291786 -1.431 -1.365 0.229
O 2.292449 -2.893819 -2.048602 -0.853 0.810 0.745
H -0.255745 -0.039011 -0.402778 -0.479 1.077 -1.716
```
Positions in Å, forces in eV/Å.

## Properties
ΔE to the lowest compared entry with this formula, charge and spin	2785.3	kJ/mol
E_tot	-650192.753	eV
gap between HOMO and LUMO	5.21	eV
E_HOMO	-6.72	eV


# C11H15BrNO2

A structure of composition C11H15BrNO2 (ωB97M-V/def2-TZVPD, OMol25).

XYZ file:
```
30
Properties=species:S:1:pos:R:3:forces:R:3
C -0.223555 -1.788708 1.308984 0.306 0.143 0.098
H -0.936855 -0.540759 -1.757252 -0.098 -1.798 0.985
O 2.760015 1.041055 -0.984213 -0.296 0.225 0.133
C -1.365606 -3.476875 0.000020 0.575 -1.443 1.093
C 1.541408 0.639372 -1.427215 -2.605 -0.381 0.983
C -0.667458 2.947694 -0.283634 1.835 -0.065 0.184
C -0.762732 -3.035905 1.142460 -0.682 -0.575 2.277
H 3.273994 0.242638 -1.005076 1.046 -0.674 0.078
C -0.287575 -0.940638 0.204729 2.684 2.511 2.303
C -0.940291 2.733574 1.143916 -2.833 -0.975 0.115
C -1.387647 -2.629170 -1.033752 -0.512 1.334 -2.628
H 1.790934 1.584886 1.245426 1.601 1.627 -0.505
H -1.636863 -4.518739 0.138839 -0.660 0.200 -1.247
H 1.905301 -0.061095 1.713051 -1.431 2.087 -0.987
H -1.910861 2.891178 1.686148 0.688 -0.143 -1.230
C 0.369003 0.516335 0.220823 -0.200 -1.261 -1.974
N 1.260310 0.786625 1.424927 -1.104 -3.688 2.047
H -0.218832 2.869454 1.860954 2.134 0.741 1.215
H 1.094318 1.445858 -2.076417 0.119 -0.988 0.799
H 0.268320 3.376320 -0.610748 0.628 -0.177 0.553
H 1.334714 -0.686544 -2.915132 -0.032 0.285 0.049
H 0.208207 -1.521565 2.277263 -0.153 0.052 -0.310
H -1.338506 3.258322 -1.010678 -1.933 0.418 -0.656
Br -2.135076 -3.077762 -2.717212 -0.045 -0.185 0.082
C -0.765915 1.524909 0.229785 3.241 2.127 0.319
O 1.542852 -0.658378 -1.972682 0.591 1.500 0.788
H -1.610756 1.138370 -0.120541 -3.454 -1.864 -0.986
H -0.967289 -3.732739 1.964055 0.930 0.512 0.148
C -0.861615 -1.338694 -0.938158 -1.151 0.945 -2.238
H 0.668056 1.010982 2.291333 0.810 -0.491 -1.490
```
Positions in Å, forces in eV/Å.

## Properties
ΔE to the lowest compared entry with this formula, charge and spin	155.6	kJ/mol
E_tot	-87267.847	eV
gap between HOMO and LUMO	8.85	eV
net charge	+1
E_HOMO	-12.14	eV


# C11H15Cl2N3

The molecule C11H15Cl2N3 (ωB97M-V/def2-TZVPD, OMol25).

XYZ file:
```
31
Properties=species:S:1:pos:R:3:forces:R:3
H 0.335186 3.123688 3.208688 0.584 -0.275 -0.100
H -2.639858 -0.393425 1.320076 -0.123 0.794 -0.138
H -0.243066 -3.345288 -5.472387 0.024 -0.191 -0.158
H -1.128093 -3.910284 -3.189774 -0.200 -0.552 -0.320
N 0.846174 0.458571 0.892094 -0.432 -0.948 -0.464
H 1.257541 1.355169 0.655783 -0.213 -0.310 -0.157
H 1.792765 2.642470 4.124729 -0.061 0.073 -0.530
C 1.205399 2.438084 3.216907 -0.674 0.277 0.441
C -0.074634 0.477359 2.077648 0.224 1.078 -1.483
H -0.407086 -0.525674 2.272828 0.215 -0.670 0.024
C 0.052940 -2.783841 -4.601012 -0.288 0.121 0.052
N 0.841575 -1.746699 -4.809432 0.676 1.092 0.754
C -2.383339 0.605120 0.904754 0.760 -0.141 0.307
N 0.576729 -0.401766 -0.124661 -0.816 -0.453 -0.784
H 1.711317 0.522488 -1.506708 0.605 0.798 -0.755
H 0.127607 0.940299 4.189289 0.326 -0.225 -0.423
H -0.486017 -2.642931 -1.258624 0.089 0.047 -0.051
C 1.029360 -0.276274 -1.341414 -0.563 -0.467 2.562
Cl -3.904364 1.583882 0.686403 0.731 -0.484 0.157
C -0.442211 -3.105776 -3.351703 -0.127 -0.330 0.501
C -0.093528 -2.385733 -2.236184 0.270 1.103 0.149
H 1.764899 -0.107363 -3.875066 0.157 0.101 -0.408
C 0.699144 -1.238297 -2.408663 0.223 -0.054 -1.025
C -1.352497 1.325241 1.829729 -0.250 -0.498 -0.003
H -1.946106 0.411849 -0.088443 -0.301 0.308 0.369
Cl 2.207571 2.830799 1.780982 0.434 0.789 0.555
C 0.739964 0.994636 3.264343 -0.028 -0.280 0.243
H -1.800212 1.516811 2.820954 -0.092 -0.002 -0.419
H 1.611995 0.335073 3.352028 -0.177 0.123 0.213
C 1.149310 -0.982795 -3.739527 -0.760 -0.857 0.972
H -1.048462 2.284607 1.406366 -0.215 0.036 -0.081
```
Positions in Å, forces in eV/Å.

## Properties
E_tot	-41164.360	eV
gap between HOMO and LUMO	8.62	eV
SMILES	ClCCC(CCCl)N/N=C/c1cccnc1
E_HOMO	-8.08	eV